Record 1
A gas-phase ion, C8H10N5 (charge +1) at a distorted geometry, computed with ωB97M-V/def2-TZVPD.

```
! RIJCOSX wB97M-V def2-TZVPD def2/J DEFGRID3
* xyz 1 1
C -0.8735 -2.3297 -0.0268
C 0.6764 0.0641 -0.5888
C -1.4314 -1.0533 0.0267
C -0.6770 0.1378 -0.2872
C 1.2642 -1.2190 -0.6215
C 1.6003 1.1887 -1.0038
C 2.4821 1.4792 0.2945
C -2.7620 0.7626 0.5082
N 3.3520 -0.8012 0.5153
N 3.2312 0.3189 0.6583
N 0.5413 -2.3148 -0.2310
N -2.7243 -0.6638 0.2591
N -1.4952 1.2017 0.0406
H -1.3473 -3.1847 0.2720
H 2.2148 0.7145 -1.8108
H 0.9143 2.1114 -1.1478
H 3.2430 2.1452 0.1337
H 1.8488 1.7931 1.0207
H -3.5932 1.2292 0.0036
H -2.6981 0.8407 1.5707
H 0.9807 -3.1764 0.1608
H -3.3862 -1.3225 0.5865
H -1.3609 2.0781 -0.3328
*
```

gap between HOMO and LUMO = 7.062 eV
E_LUMO = -4.24 eV
highest occupied orbital energy = -0.4154 hartree

---

Record 2
2 unconnected molecules or ions with the total composition CHF3S at a distorted geometry, computed with ωB97M-V/def2-TZVPD.

```
! RIJCOSX wB97M-V def2-TZVPD def2/J DEFGRID3
* xyz 0 1
C 0.4813 -0.4354 -0.3145
F 0.7979 -0.2203 -1.5622
F 1.4704 -0.9610 0.3762
F -1.0494 -2.7405 -1.7621
S -1.3869 -2.1866 -0.2543
H -0.0686 0.3549 0.1899
*
```

gap between HOMO and LUMO (alpha / beta) = 8.217 / 8.217 eV
E_LUMO (alpha / beta) = -0.95 / -0.95 eV
highest occupied orbital energy (alpha / beta) = -0.3367 / -0.3367 hartree

---

Record 3
2 unconnected molecules or ions with the total composition C4H10NO3 at a distorted geometry, computed with ωB97M-V/def2-TZVPD.

```
! RIJCOSX wB97M-V def2-TZVPD def2/J DEFGRID3
* xyz -1 1
O -2.4764 2.3661 0.8554
C -1.5083 2.0088 0.2135
C -0.7130 0.8058 0.5411
C 0.3180 0.3409 -0.4353
C 1.5486 -0.3473 0.1927
O 2.3507 -0.9117 -0.7524
N -1.3812 -0.1472 1.3770
H -1.1520 2.6043 -0.6438
H -0.3792 1.7366 1.1768
H 0.6465 1.2048 -1.0326
H -0.1665 -0.3725 -1.1130
H 2.0781 0.4237 0.8182
H 1.1504 -1.0946 0.9045
H -2.1770 0.3391 1.7914
H -1.7464 -0.8746 0.7775
H 1.1079 -3.4682 -1.3740
H 1.5652 -1.9461 -1.4211
O 0.9346 -2.6678 -1.8759
*
```

gap between HOMO and LUMO = 6.994 eV
E_LUMO = 3.51 eV
highest occupied orbital energy = -0.1280 hartree

---

Record 4
A single C3H6N2O2 molecule at a distorted geometry, computed with ωB97M-V/def2-TZVPD.

```
! RIJCOSX wB97M-V def2-TZVPD def2/J DEFGRID3
* xyz 0 1
C 0.3247 0.8188 0.3003
C 1.5066 0.1227 -0.3293
C -0.8727 -0.0428 -0.0244
N 1.4207 -1.3072 -0.0264
N 0.3201 -1.6699 0.2110
O -1.4588 0.1896 -1.2108
O -1.7809 -0.2635 0.9842
H 0.3578 0.8856 1.3852
H 0.1953 1.9448 -0.0930
H 1.4006 0.1917 -1.4510
H 2.5699 0.2689 -0.0108
H -2.4067 -0.1967 -1.2562
H -1.5767 -0.9420 1.5213
*
```

gap between HOMO and LUMO = 8.249 eV
E_LUMO = 0.67 eV
highest occupied orbital energy = -0.2786 hartree

---

Record 5
A molecular structure, C20H31MoNO7P2Si2 at a distorted geometry, computed with ωB97M-V/def2-TZVPD.

```
! RIJCOSX wB97M-V def2-TZVPD def2/J DEFGRID3
* xyz 0 3
Mo -0.2022 1.2580 0.6229
O 2.8757 0.9286 2.6893
P 1.6170 1.8818 2.9067
O 1.6052 2.5949 4.1762
O 0.3921 0.9946 2.5125
O 1.7759 2.8590 1.5698
P 0.6593 4.0207 1.1725
O 0.9794 4.1171 -0.4031
O 0.7891 5.2961 1.8589
O -0.6272 3.1719 1.2164
H 3.5934 1.1834 3.2865
H 1.4229 4.9531 -0.6015
N 0.7526 -0.0776 -0.1109
C 1.7633 -0.7771 -0.4819
C 1.5633 -2.2267 -0.7056
C 2.3035 -2.9013 -1.6733
C 2.0711 -4.2476 -1.9114
C 1.1046 -4.9261 -1.1788
C 0.3636 -4.2563 -0.2120
C 0.5883 -2.9098 0.0198
C 3.0936 -0.1341 -0.6572
C 3.1901 1.2123 -1.0000
C 4.4257 1.8355 -1.0525
C 5.5781 1.1186 -0.7531
C 5.4889 -0.2234 -0.4084
C 4.2521 -0.8482 -0.3625
H 3.0479 -2.3656 -2.2526
H 2.6433 -4.7664 -2.6711
H 0.9269 -5.9790 -1.3635
H -0.3897 -4.7842 0.3617
H 0.0182 -2.3770 0.7707
H 2.2970 1.7762 -1.2312
H 4.4885 2.8829 -1.3221
H 6.5446 1.6084 -0.7815
H 6.3832 -0.7841 -0.1658
H 4.1822 -1.8887 -0.0681
C -4.1371 0.3864 -2.2122
Si -2.4043 0.1292 -1.6156
C -1.2273 0.9671 -2.8131
C -2.0368 -1.6846 -1.5583
C -2.1743 0.9506 0.0341
Si -3.1187 0.3384 1.5522
C -2.2933 -1.1971 2.2022
C -4.8813 -0.0795 1.1406
C -3.0915 1.6594 2.8472
H -4.1923 0.1617 -3.2846
H -4.4661 1.4225 -2.0650
H -4.8416 -0.2701 -1.6896
H -0.9209 0.3005 -3.6285
H -0.3154 1.2928 -2.3089
H -1.6865 1.8571 -3.2582
H -2.3611 -2.1658 -2.4882
H -2.5641 -2.1700 -0.7259
H -0.9632 -1.8702 -1.4314
H -2.4828 2.0041 -0.0835
H -2.2902 -1.9961 1.4496
H -2.8281 -1.5638 3.0866
H -1.2617 -0.9974 2.5046
H -4.9427 -0.9853 0.5207
H -5.3781 0.7365 0.6012
H -5.4389 -0.2658 2.0676
H -2.1027 1.7585 3.3006
H -3.8091 1.4281 3.6421
H -3.3511 2.6328 2.4178
*
```

gap between HOMO and LUMO (alpha / beta) = 7.153 / 8.444 eV
E_LUMO (alpha / beta) = -0.96 / -1.42 eV
highest occupied orbital energy (alpha / beta) = -0.2980 / -0.3626 hartree

---

Record 6
9 unconnected molecules or ions with the total composition C46H122Cl2F6N18O10P6 at a distorted geometry, computed with ωB97M-V/def2-TZVPD.

```
! RIJCOSX wB97M-V def2-TZVPD def2/J DEFGRID3
* xyz 0 1
Cl 16.6198 15.3723 7.7251
C 16.8448 17.0379 8.4712
C 17.5262 17.9573 7.4761
Cl 19.3323 17.5711 7.3695
H 17.4392 16.9325 9.3629
H 15.8925 17.4901 8.8000
H 17.4564 18.9858 7.8126
H 17.0755 17.8095 6.5019
O 25.1822 21.9059 14.2566
P 25.0681 20.5191 13.7218
N 24.7016 20.5291 12.1228
C 25.1011 21.7427 11.3886
C 24.1011 19.4621 11.3958
N 23.7926 19.7709 14.5530
C 23.5693 18.3590 14.8136
C 22.7054 20.5715 14.9741
N 26.2493 19.3287 13.7237
C 26.6917 19.0340 15.0724
C 27.2412 19.3234 12.7259
H 25.9801 21.6269 10.7785
H 25.2405 22.5939 12.0357
H 24.2716 22.0587 10.7151
H 23.3174 19.9034 10.7744
H 23.6052 18.7942 12.1376
H 24.8636 18.9682 10.7642
H 23.7021 18.1148 15.8659
H 22.6610 18.0133 14.3506
H 24.3356 17.7382 14.3370
H 21.6949 20.2832 14.6609
H 22.7381 20.6718 16.0759
H 22.7961 21.5818 14.5389
H 26.8449 17.9927 15.1077
H 27.5822 19.5544 15.2811
H 25.9984 19.3621 15.8118
H 28.0400 20.0351 12.9982
H 26.8347 19.5503 11.7035
H 27.7010 18.3033 12.7699
O 9.9713 19.2744 15.7282
P 11.1691 18.4830 16.0947
N 10.9853 17.0473 16.9390
C 10.8243 17.2434 18.3785
C 10.2098 15.9390 16.3425
N 12.2205 19.2558 17.0857
C 12.2149 20.6641 17.0395
C 13.4666 18.6375 17.5392
N 11.7974 17.9484 14.6721
C 12.9672 17.0662 14.5834
C 11.5217 18.5656 13.4281
H 11.2501 18.1656 18.7331
H 11.2559 16.4559 19.0182
H 9.7925 17.3419 18.7468
H 9.1179 16.1332 16.3326
H 10.3127 15.0387 16.8662
H 10.5158 15.8773 15.2856
H 12.3057 21.0513 18.0763
H 13.0778 21.0069 16.4542
H 11.3214 21.0643 16.5463
H 14.4050 18.9420 16.9980
H 13.6220 18.8150 18.6112
H 13.3552 17.5584 17.4247
H 13.7790 17.5700 14.0573
H 13.3751 16.6994 15.5355
H 12.6387 16.1702 13.9950
H 10.6112 19.0871 13.5460
H 11.3885 17.8087 12.6201
H 12.3429 19.1403 13.0994
O 16.7032 12.4795 17.8994
P 17.6354 12.8818 16.8114
N 18.1904 11.5844 15.9504
C 18.9483 11.8664 14.7227
C 17.6023 10.2593 15.8986
N 18.9468 13.7907 17.2689
C 19.5689 13.3277 18.4797
C 19.7795 14.6175 16.3956
N 16.8815 13.9509 15.7227
C 16.3900 15.0999 16.4799
C 15.8267 13.3383 14.8302
H 19.4246 12.8477 14.6198
H 18.2423 11.7977 13.8737
H 19.7105 11.1170 14.6709
H 17.0793 9.9395 14.9835
H 16.9192 10.1664 16.7761
H 18.4025 9.5089 15.9986
H 20.3282 14.0490 18.7972
H 18.7918 13.2793 19.2121
H 20.0560 12.3347 18.4548
H 20.6885 14.1859 15.9793
H 19.1878 14.9486 15.5550
H 20.0587 15.4934 16.9986
H 15.8418 15.7487 15.7604
H 15.7229 14.8419 17.2813
H 17.1848 15.7389 16.8123
H 16.2492 12.4769 14.3379
H 15.6101 14.0745 13.9979
H 14.8809 13.2094 15.3123
O 11.9421 26.0792 13.2167
P 12.4460 24.7217 13.5444
N 13.0496 24.8211 15.0931
C 13.1241 26.1488 15.7200
C 13.2931 23.6391 15.8359
N 13.6555 24.1367 12.4899
C 13.2501 23.9849 11.0946
C 15.0514 24.5421 12.7447
N 11.3656 23.4475 13.5015
C 11.7818 22.0042 13.5849
C 9.9639 23.5896 13.4711
H 12.3434 26.2017 16.5454
H 12.8758 26.9812 15.0809
H 14.0854 26.2970 16.2294
H 13.5576 22.8253 15.1471
H 12.4297 23.2474 16.3953
H 14.1920 23.7669 16.5023
H 13.9822 23.4514 10.5095
H 12.3552 23.4470 11.0012
H 13.0968 24.9639 10.5613
H 15.1243 25.6660 12.7644
H 15.4931 24.1468 13.6988
H 15.7177 24.2274 11.9476
H 12.8356 22.0275 13.8310
H 11.2134 21.5497 14.4496
H 11.5855 21.4818 12.6416
H 9.4289 23.0500 14.3014
H 9.5148 23.1593 12.5613
H 9.6610 24.6236 13.5586
O 21.1620 14.1629 13.5484
P 21.2183 14.2195 12.0877
N 22.2778 15.2718 11.3902
C 23.7078 15.2135 11.6921
C 21.8510 16.4426 10.6179
N 19.7536 14.6185 11.3873
C 18.8233 15.5196 12.0734
C 19.4452 14.1223 10.0772
N 21.7721 12.7677 11.4663
C 21.4383 11.4837 12.0941
C 22.2477 12.6095 10.1004
H 24.0508 15.9779 12.3995
H 24.2221 15.4271 10.7477
H 23.9535 14.3156 12.1835
H 22.1108 16.3634 9.5742
H 22.2953 17.3963 11.0155
H 20.7794 16.5582 10.5730
H 18.7236 16.4647 11.4958
H 17.8728 14.9852 12.0856
H 19.1614 15.6518 13.0605
H 19.3003 14.8716 9.3050
H 20.2065 13.4106 9.7774
H 18.5189 13.4998 10.0187
H 22.2727 10.8317 11.9958
H 21.3742 11.6470 13.1916
H 20.4916 11.0818 11.7583
H 21.6074 12.0591 9.4314
H 23.1800 12.0490 10.0609
H 22.3970 13.5918 9.6390
O 17.6231 18.7949 11.2229
P 17.6553 19.6922 12.3894
N 16.2255 20.4390 12.7118
C 15.4156 20.6998 11.5548
C 15.7399 20.9867 13.9544
N 18.8954 20.8368 12.2461
C 19.0279 22.0144 13.1025
C 20.0613 20.5153 11.4731
N 17.8015 18.9230 13.8575
C 16.7490 18.1298 14.3511
C 19.1188 18.4751 14.1849
H 15.7881 20.1136 10.7141
H 15.4282 21.7757 11.2641
H 14.3626 20.4340 11.7313
H 15.6407 22.0581 13.9937
H 16.2877 20.7145 14.8165
H 14.7170 20.5566 14.0772
H 19.6777 21.9392 13.9824
H 19.3774 22.8666 12.4853
H 18.0498 22.2728 13.5203
H 20.8892 20.0169 12.0266
H 19.8344 19.8380 10.6934
H 20.5251 21.4317 11.0187
H 16.5944 18.2018 15.4582
H 15.8039 18.4307 13.9354
H 16.9442 17.0966 14.1621
H 19.2151 18.3293 15.3014
H 19.8543 19.2693 14.0194
H 19.3669 17.5805 13.6499
C 20.5001 19.8025 18.2275
C 20.1371 21.2843 18.2016
O 18.6994 21.4949 18.4360
C 17.8701 21.4264 17.3940
O 18.0525 21.2151 16.2473
C 16.4009 21.6688 17.9731
F 16.1878 21.2167 19.2310
F 16.1676 23.0056 17.9412
F 15.5608 21.0797 17.1056
H 19.9892 19.2368 18.9959
H 21.5556 19.5800 18.2914
H 20.1604 19.4442 17.2617
H 20.4298 21.6502 17.2317
H 20.4763 21.7695 19.1339
C 18.0499 24.6094 9.1916
C 19.1475 23.4736 9.2278
O 20.3586 23.9318 9.9009
C 21.0672 24.8370 9.2691
O 20.9543 25.3531 8.1937
C 22.2305 25.2455 10.1525
F 21.9135 25.3614 11.4195
F 23.1626 24.2878 10.0772
F 22.7470 26.4230 9.7862
H 17.2432 24.3010 8.4836
H 18.4620 25.5067 8.7963
H 17.6536 24.8047 10.1747
H 19.4126 23.1744 8.1872
H 18.8589 22.5154 9.7071
*
```

gap between HOMO and LUMO = 8.880 eV
E_LUMO = 0.23 eV
highest occupied orbital energy = -0.3179 hartree

---

Record 7
5 unconnected molecules or ions with the total composition H10O5, computed with ωB97M-V/def2-TZVPD.

```
! RIJCOSX wB97M-V def2-TZVPD def2/J DEFGRID3
* xyz 0 1
O -3.1857 0.4369 -0.1075
H -3.9298 0.9649 0.1817
H -2.6118 1.0570 -0.5574
O 1.3058 2.3403 -0.5196
H 1.4689 3.1611 -0.0550
H 1.0053 1.7359 0.1591
O 3.1208 -0.8019 0.9632
H 2.9603 -1.4841 0.3113
H 2.2659 -0.3930 1.0981
O -0.7467 -1.7465 -1.0950
H -1.5309 -2.1356 -1.4821
H -0.0553 -2.3883 -1.2571
O 0.3084 -0.0421 0.7666
H -0.1762 -0.2969 1.5517
H -0.1991 -0.4077 0.0420
*
```

gap between HOMO and LUMO = 11.080 eV
E_LUMO = 0.34 eV
highest occupied orbital energy = -0.3946 hartree

---

Record 8
A gas-phase ion, C3H5O2S2 (charge -1) at a distorted geometry, computed with ωB97M-V/def2-TZVPD.

```
! RIJCOSX wB97M-V def2-TZVPD def2/J DEFGRID3
* xyz -1 1
C 0.5455 -0.6067 -0.4131
C 1.5750 -1.8034 -0.3238
O 1.0469 -2.9059 -0.3543
O 2.7519 -1.4467 -0.3808
C -0.8316 -0.7380 0.2172
S -1.7994 0.8611 0.1936
S -0.5593 2.5432 0.3290
H 1.1969 0.1254 0.0667
H 0.5133 -0.5203 -1.5307
H -1.3825 -1.3459 -0.6140
H -0.7273 -1.3215 1.1105
H 0.0149 2.3024 1.6046
*
```

gap between HOMO and LUMO = 6.885 eV
E_LUMO = 2.89 eV
highest occupied orbital energy = -0.1470 hartree

---

no.,E_tot (Eh)
1,-584.2373
2,-736.3811
3,-438.8606
4,-377.8004
5,-2692.3901
6,-7131.8916
7,-382.1918
8,-1064.2088